Entry 1:
Density functional theory data (ωB97M-V/def2-TZVPD) for the molecule C27H29NO8S in a non-equilibrium geometry.

```
66
Properties=species:S:1:pos:R:3:forces:R:3:lowdin_charge:R:1
C 4.1887 2.5349 3.5914 0.2 -0.4 0.0 -0.383
S 4.5550 0.7903 3.9423 0.2 0.3 0.2 0.865
C 6.2203 0.6358 3.1922 -0.4 -0.2 0.2 -0.443
C 6.2109 -0.2838 1.9814 -0.2 0.2 -0.1 -0.199
C 5.2094 0.1835 0.9325 -0.1 0.0 -0.1 -0.239
N 5.4304 -0.5038 -0.3282 0.2 -0.2 0.0 0.136
C 4.7873 -0.0492 -1.4508 0.3 -0.1 0.1 -0.554
O 4.3606 1.0724 -1.5654 -0.2 0.3 -0.1 0.110
O 4.7562 -1.0215 -2.3689 0.1 -0.2 0.0 0.042
C 4.1360 -0.7933 -3.6609 -0.3 0.1 -0.5 -0.569
C 4.3087 -2.1242 -4.3930 0.0 0.3 0.4 -0.023
C 2.6528 -0.4711 -3.4755 0.3 0.0 0.2 -0.018
C 4.8553 0.3284 -4.4076 0.0 -0.1 0.3 -0.018
C 3.7683 -0.1670 1.3232 0.4 -0.5 0.1 -0.504
O 3.4099 -1.2827 1.5871 0.0 0.2 -0.1 0.123
O 2.9630 0.8930 1.1519 -0.4 0.5 -0.1 0.056
C 1.5933 0.7544 1.0736 -0.5 -0.2 0.0 -0.196
C 0.8175 1.7761 1.6293 0.2 -0.1 0.0 0.023
C -0.5491 1.7308 1.5091 0.0 -0.2 -0.1 0.016
C -1.1791 0.6791 0.8361 0.1 -0.2 -0.1 -0.061
C -2.6471 0.6507 0.7051 0.2 -0.1 0.0 -0.309
O -3.3611 1.5140 1.1817 0.0 0.0 0.0 0.087
C -3.1404 -0.5190 -0.0417 0.3 -0.1 -0.1 -0.071
C -4.5833 -0.7016 -0.2499 -0.2 -0.1 0.0 -0.176
C -5.1627 -1.9666 -0.1440 0.0 0.1 0.0 -0.035
C -6.5196 -2.1324 -0.3211 -0.2 0.2 -0.1 0.007
C -7.3293 -1.0443 -0.6245 0.1 0.0 0.1 -0.201
C -6.7513 0.2207 -0.7685 0.0 -0.2 -0.1 -0.183
C -5.3893 0.3852 -0.5632 -0.2 -0.1 -0.1 0.071
O -7.4907 1.3201 -1.1222 0.3 0.0 0.2 -0.020
C -8.7705 0.9989 -1.6165 -0.5 -0.3 0.0 -0.152
C -9.4287 -0.0583 -0.7313 -0.1 0.6 -0.1 -0.151
O -8.6779 -1.2516 -0.7631 0.3 -0.2 -0.1 -0.027
C -2.2579 -1.4207 -0.5222 -0.6 0.3 0.0 -0.018
O -0.9253 -1.3743 -0.3904 0.2 -0.2 0.0 0.076
C -0.3875 -0.3331 0.2859 0.2 0.9 0.5 -0.168
C 1.0016 -0.2970 0.4029 0.0 -0.1 -0.1 0.100
H 4.0877 2.6862 2.5207 0.0 0.1 0.0 0.027
H 3.2485 2.7507 4.0886 -0.1 0.1 0.0 0.031
H 4.9741 3.1599 4.0061 0.0 0.1 0.0 0.034
H 6.5460 1.6392 2.9248 0.1 0.0 0.0 0.081
H 6.8771 0.2369 3.9646 0.1 0.1 -0.1 0.071
H 5.9365 -1.2947 2.2918 0.1 -0.1 0.0 0.121
H 7.2089 -0.3100 1.5386 0.0 0.0 0.0 0.124
H 5.2856 1.2564 0.7336 0.0 -0.1 0.1 0.158
H 5.5501 -1.5056 -0.2690 -0.1 0.1 0.0 0.157
H 3.8621 -2.0642 -5.3808 -0.1 0.0 -0.1 0.089
H 3.8286 -2.9228 -3.8338 -0.1 -0.1 0.0 0.087
H 5.3647 -2.3599 -4.4935 0.1 0.0 0.0 0.087
H 2.1629 -1.2671 -2.9182 -0.1 -0.1 0.0 0.087
H 2.5347 0.4634 -2.9333 -0.1 0.0 0.0 0.080
H 2.1750 -0.3773 -4.4466 -0.1 0.0 -0.1 0.090
H 4.4413 0.4247 -5.4073 0.0 0.0 -0.1 0.090
H 5.9170 0.1042 -4.4845 0.1 0.0 -0.1 0.092
H 4.7320 1.2705 -3.8810 0.0 0.0 -0.1 0.079
H 1.3094 2.5885 2.1388 0.1 0.1 0.1 0.115
H -1.1766 2.5033 1.9268 0.0 0.1 0.0 0.125
H -4.5521 -2.8183 0.1129 0.1 -0.1 0.1 0.111
H -6.9842 -3.1002 -0.2199 -0.1 -0.1 0.0 0.120
H -4.9766 1.3753 -0.6586 0.0 0.1 0.0 0.131
H -9.3442 1.9269 -1.6207 0.0 -0.1 0.0 0.132
H -8.6903 0.6101 -2.6417 0.0 0.1 0.1 0.139
H -10.4283 -0.3106 -1.0880 0.1 0.1 0.0 0.132
H -9.4872 0.3199 0.2985 0.0 -0.1 -0.1 0.140
H -2.5650 -2.2859 -1.0940 0.0 0.0 0.0 0.144
H 1.5852 -1.0909 -0.0328 0.1 -0.1 0.0 0.133
```
Positions in Å, forces in eV/Å.

Output
2S+1	1
HOMO energy	-8.02	eV
Kohn-Sham gap	8.29	eV
LUMO level	0.00997	Ha

***

Entry 2:
Density functional theory data (ωB97M-V/def2-TZVPD) for a structure of composition C27H30BLuN6O4S5 in a non-equilibrium geometry.

```
74
Properties=species:S:1:pos:R:3:forces:R:3:lowdin_charge:R:1
Lu 0.1854 -0.1249 1.4048 1.0 1.2 1.1 1.552
N -1.0583 -1.3232 3.3273 0.0 0.0 -0.3 -0.035
C -1.7656 -0.6072 4.3903 0.1 -0.2 0.0 -0.232
C -2.3520 0.6697 3.8328 -0.1 0.1 -0.2 -0.206
N -1.3616 1.4518 3.0877 0.1 0.2 -0.1 -0.121
C -0.5421 2.3738 3.8907 -0.2 0.0 0.0 -0.204
C 0.6923 1.7041 4.4553 0.1 -0.1 -0.1 -0.236
N 1.4333 1.0771 3.3577 0.0 0.0 0.3 -0.085
H -0.2988 -1.8942 3.6809 0.0 0.0 0.0 0.083
H -1.6821 -1.9432 2.8179 0.0 0.0 0.0 0.066
H -2.5690 -1.2021 4.8292 0.0 0.0 0.0 0.118
H -1.0635 -0.3954 5.1930 0.0 0.0 0.0 0.099
H -3.1459 0.3995 3.1303 0.0 0.0 0.0 0.123
H -2.8101 1.2576 4.6353 0.0 0.0 0.1 0.118
H -1.8624 2.0030 2.4046 0.0 0.0 0.0 0.080
H -0.2237 3.1850 3.2296 0.0 0.0 0.0 0.114
H -1.1245 2.8204 4.7049 0.0 0.0 0.0 0.118
H 1.2838 2.4472 4.9932 0.0 0.1 0.0 0.118
H 0.4227 0.9376 5.1789 0.0 0.0 0.0 0.098
H 2.0472 1.7512 2.9089 0.0 0.0 0.0 -0.017
H 2.0193 0.3191 3.6878 0.0 -0.1 0.0 0.080
O 3.4655 -2.6030 2.6975 0.1 -0.1 0.1 0.084
C 2.6322 -2.0311 2.0322 -0.7 0.3 0.1 -0.579
O 1.5274 -1.4913 2.4616 0.4 -0.3 -0.1 -0.254
C 2.7951 -1.9081 0.5354 0.2 0.0 -0.2 -0.178
C 3.6930 -2.7581 -0.1381 0.1 0.1 0.2 0.023
C 3.7413 -2.7023 -1.4929 0.1 -0.1 -0.3 0.020
C 2.9072 -1.7996 -2.1928 0.2 -0.1 -0.2 -0.149
C 2.9053 -1.7064 -3.6082 0.1 -0.1 0.1 -0.024
C 2.0968 -0.8118 -4.2371 -0.2 0.2 0.0 -0.059
C 1.2458 0.0332 -3.4778 0.2 -0.1 -0.2 -0.053
C 1.2278 -0.0364 -2.1186 0.1 -0.1 0.2 -0.047
C 2.0645 -0.9623 -1.4450 -0.1 0.2 0.3 -0.236
N 2.0349 -1.0271 -0.0718 -0.7 -0.1 -0.3 0.072
H 4.3066 -3.4258 0.4506 0.0 0.0 0.0 0.123
H 4.4090 -3.3488 -2.0531 0.0 0.0 0.0 0.125
H 3.5627 -2.3558 -4.1753 0.0 0.0 0.0 0.118
H 2.1027 -0.7394 -5.3176 0.0 0.0 0.0 0.108
H 0.6060 0.7405 -3.9892 0.0 0.0 0.0 0.101
H 0.5824 0.6113 -1.5363 0.0 0.0 0.0 0.082
O -2.2210 -2.5933 0.6347 -0.1 -0.1 -0.2 0.063
B -1.2670 -1.6542 0.1556 -0.4 -0.4 -0.4 -0.509
O -1.3264 -1.6764 -1.2602 -0.3 -0.4 0.0 0.068
C -2.2781 -2.6103 -1.6107 0.4 0.4 -0.2 -0.225
C -2.6787 -2.9893 -2.8700 -0.2 -0.2 -0.1 0.007
C -3.6749 -3.9679 -2.9433 0.1 0.1 0.1 -0.091
C -4.2237 -4.5252 -1.7902 0.1 0.1 0.1 -0.092
C -3.7966 -4.1253 -0.5192 -0.2 -0.2 -0.2 0.003
C -2.8180 -3.1620 -0.4731 0.0 0.0 0.6 -0.226
H -2.2360 -2.5511 -3.7558 0.0 0.0 0.0 0.119
H -4.0219 -4.3009 -3.9140 0.0 0.0 0.0 0.099
H -4.9921 -5.2830 -1.8779 0.0 0.0 0.0 0.098
H -4.2076 -4.5559 0.3848 0.0 0.0 0.0 0.117
N -1.1997 2.8968 -0.0358 -0.1 -0.1 -0.1 -0.042
C -2.2474 3.4604 -0.6572 0.0 0.1 0.0 -0.109
C -3.1851 2.4708 -0.8585 0.0 -0.1 0.0 -0.048
C -2.5887 1.3124 -0.3331 -0.1 0.1 0.1 -0.141
N -1.3863 1.5817 0.1702 0.0 -0.3 -0.4 -0.085
H -0.2568 3.2608 0.1218 0.1 0.0 0.1 0.008
H -2.2398 4.5100 -0.9109 0.0 -0.1 0.0 0.123
H -4.1484 2.5638 -1.3311 0.0 0.0 0.0 0.097
H -2.9765 0.3044 -0.2919 0.0 0.1 0.0 0.102
C 0.0679 3.6600 -3.1883 -0.1 -0.1 -0.1 -0.397
S 1.1933 4.5459 -2.0864 0.0 0.0 0.1 0.814
C 2.4606 3.3492 -1.8972 -0.1 0.1 -0.1 -1.009
C 2.6642 2.5575 -0.8279 -0.1 -0.1 0.5 -1.102
S 1.7685 2.4177 0.6722 0.1 0.0 -0.3 0.532
S 4.0834 1.5542 -0.9352 0.2 -0.2 0.2 0.910
C 4.6011 1.9666 -2.5270 0.1 0.0 0.0 -1.506
S 5.9075 1.3036 -3.2698 -0.1 0.0 0.0 0.524
S 3.6117 3.1990 -3.2025 0.0 0.1 -0.3 0.903
H -0.7564 4.3375 -3.4178 0.1 0.0 0.0 0.034
H -0.3286 2.7692 -2.7007 0.0 0.0 0.0 0.019
H 0.5671 3.3886 -4.1179 0.0 0.0 0.0 0.032
```
Positions in Å, forces in eV/Å.

Output
2S+1	1
HOMO energy	-7.42	eV
Kohn-Sham gap	7.27	eV
LUMO level	-0.00541	Ha

***

Entry 3:
Density functional theory data (ωB97M-V/def2-TZVPD) for a structure of composition C27H30BrGeN4O2S4SbW.

```
71
Properties=species:S:1:pos:R:3:forces:R:3:lowdin_charge:R:1
W -0.7347 -1.9045 0.2178 0.1 -0.3 -0.1 0.721
C 2.2113 -3.8570 -2.0059 0.0 0.0 -0.1 -0.098
O 2.2466 -2.4929 -1.5879 0.0 -0.1 -0.1 -0.125
C 2.2897 -1.5657 -2.5759 0.0 0.1 0.0 -0.243
C 2.3937 -1.8378 -3.9290 0.0 0.0 0.0 -0.047
C 2.4812 -0.7811 -4.8330 0.0 -0.1 0.0 -0.674
Br 2.6567 -1.1775 -6.6756 0.0 0.0 0.0 0.750
C 2.4326 0.5286 -4.4269 0.0 0.1 0.0 -0.073
C 2.2684 0.8073 -3.0669 0.0 0.0 0.1 -0.080
C 2.2196 -0.2308 -2.1487 -0.2 -0.1 -0.1 -0.206
O 2.0684 -0.0403 -0.8059 0.2 0.1 0.3 0.023
C 2.1394 2.2071 -2.6222 -0.1 0.0 -0.1 -0.269
N 2.8409 3.2120 -3.0529 0.0 0.1 0.1 0.192
C 2.3302 4.3233 -2.3825 0.1 0.0 -0.1 -0.220
C 2.7100 5.6610 -2.4610 0.0 0.0 0.0 -0.014
C 2.0154 6.5752 -1.6918 0.0 0.0 0.0 -0.093
C 0.9618 6.1772 -0.8538 0.0 0.0 0.0 -0.092
C 0.5798 4.8519 -0.7561 0.0 0.0 0.0 -0.024
C 1.2870 3.9432 -1.5345 0.0 -0.1 0.0 -0.191
N 1.1957 2.5676 -1.6759 0.1 0.0 0.1 0.155
H 3.0754 -4.0892 -2.6315 0.0 0.0 0.0 0.098
H 1.2805 -4.0767 -2.5356 0.0 0.0 0.0 0.071
H 2.2443 -4.4531 -1.1007 0.0 0.0 0.0 0.053
H 2.4146 -2.8536 -4.2900 0.0 0.0 0.0 0.103
H 2.4927 1.3450 -5.1317 0.0 0.0 0.0 0.113
H 2.1778 0.8981 -0.6027 0.0 0.0 -0.1 0.099
H 3.5199 5.9615 -3.1122 0.0 0.0 0.0 0.112
H 2.2836 7.6225 -1.7359 0.0 0.0 0.0 0.099
H 0.4387 6.9240 -0.2710 0.0 0.0 0.0 0.100
H -0.2293 4.5434 -0.1055 0.0 0.0 0.0 0.095
H 0.3770 2.0191 -1.4590 0.0 0.0 0.0 0.109
N 1.0874 -1.8676 1.5584 0.0 0.0 0.3 -0.063
C 0.7472 -1.9956 2.9679 -0.1 0.0 -0.2 -0.225
C 1.6886 -1.9554 3.9517 0.1 0.0 0.2 0.000
C 1.3221 -2.1323 5.3036 0.0 0.0 -0.1 -0.053
C 0.0165 -2.3566 5.6323 0.0 0.0 0.1 -0.018
C -0.9786 -2.3979 4.6308 -0.1 0.0 0.1 -0.135
C -2.3521 -2.6350 4.9148 0.2 0.0 0.1 0.014
C -3.2491 -2.6590 3.8994 -0.1 0.0 -0.1 -0.009
C -2.8008 -2.4307 2.5777 -0.2 0.0 0.0 -0.133
N -1.5481 -2.2051 2.2804 0.3 0.0 0.1 -0.080
C -0.6127 -2.2020 3.2909 0.0 0.0 -0.1 -0.176
H 1.6997 -2.6284 1.2754 0.0 0.0 0.0 0.074
H 1.5953 -1.0072 1.3702 0.0 0.0 -0.1 0.093
H 2.7274 -1.7978 3.6863 0.0 0.0 0.0 0.124
H 2.0819 -2.0986 6.0720 0.0 0.0 0.0 0.111
H -0.2759 -2.5071 6.6642 0.0 0.0 0.0 0.120
H -2.6615 -2.7997 5.9400 0.0 0.0 0.0 0.125
H -4.2982 -2.8523 4.0705 0.0 0.0 0.0 0.119
H -3.4937 -2.4639 1.7470 0.0 0.0 0.0 0.010
S -1.8187 -4.9054 -3.0023 0.0 0.1 0.0 -0.154
Sb -2.2674 -4.0226 -1.0022 -0.3 -0.1 0.1 0.008
S -1.2160 -1.4956 -1.8387 0.2 0.0 -0.1 0.170
S -0.1771 -4.1883 0.3181 0.0 0.3 0.0 0.107
S -4.2003 -4.3113 0.1006 0.0 -0.1 0.0 -0.114
C -2.6695 2.6284 1.5132 0.0 0.0 0.0 -0.222
Ge -2.3165 1.1306 0.2974 -0.2 0.0 0.2 0.697
C -3.9504 0.0559 0.3668 -0.1 0.1 0.0 -0.227
C -2.0428 1.8679 -1.4938 0.0 0.0 0.0 -0.229
C -0.7665 0.1232 1.0050 -0.1 0.1 -0.1 -0.454
H -3.5558 3.1746 1.1835 0.0 0.0 0.0 0.023
H -1.8345 3.3290 1.5674 0.0 0.0 0.0 0.005
H -2.8626 2.2463 2.5175 0.0 0.0 0.0 0.018
H -4.7716 0.6361 -0.0598 0.0 0.0 0.0 0.028
H -4.2047 -0.1433 1.4098 0.0 0.0 0.0 0.015
H -3.8902 -0.8901 -0.1701 0.0 0.0 0.0 -0.014
H -3.0111 1.9340 -1.9912 0.0 0.0 0.0 0.033
H -1.4039 1.2455 -2.1219 0.0 0.0 0.0 -0.028
H -1.6362 2.8805 -1.4376 0.0 0.0 0.0 0.008
H -0.8949 0.1808 2.0890 0.1 0.0 0.1 0.000
H 0.1263 0.7083 0.7598 0.0 0.0 -0.1 -0.014
```
Positions in Å, forces in eV/Å.

Output
2S+1	1
HOMO energy (spin up / spin down)	-7.69 / -7.69	eV
Kohn-Sham gap (spin up / spin down)	6.23 / 6.24	eV
LUMO level (spin up / spin down)	-0.05358 / -0.05295	Ha

***

Entry 4:
Density functional theory data (ωB97M-V/def2-TZVPD) for a structure of composition C27H30CoFN2O4S.

```
66
Properties=species:S:1:pos:R:3:forces:R:3:lowdin_charge:R:1
Co -0.3432 -1.0221 -0.0999 0.0 0.1 -0.1 0.847
C -2.7096 -3.2995 2.1521 0.0 0.0 0.0 -0.045
C -2.6494 -1.8754 2.7124 0.0 0.0 0.0 -0.369
C -3.0657 -1.8446 4.1827 0.0 0.0 0.0 -0.048
C -3.4924 -0.9539 1.8522 0.0 0.0 0.0 -0.138
C -4.8759 -1.0940 1.8095 0.0 0.0 0.0 -0.023
C -5.6453 -0.3200 0.9600 0.0 0.0 0.0 -0.060
C -5.0357 0.5908 0.1123 0.0 0.0 0.0 -0.029
C -3.6576 0.7712 0.1133 0.0 0.0 0.0 -0.134
C -3.0486 1.7560 -0.8720 0.0 0.0 0.0 -0.353
C -2.6939 3.0988 -0.2276 0.0 0.0 0.0 -0.049
C -1.8666 1.2039 -1.6798 0.0 0.0 0.0 -0.058
C -2.9136 0.0113 1.0232 0.0 0.0 0.0 -0.164
N -1.4939 0.1813 1.0563 0.1 0.0 0.0 0.083
C -0.9426 0.9830 1.9594 0.0 0.0 0.0 -0.224
C -1.6317 1.6202 3.0284 0.0 0.0 0.0 0.030
C -0.9394 2.3891 3.9278 0.0 0.0 0.0 -0.051
C 0.4433 2.5744 3.7971 0.0 0.0 0.0 -0.028
C 1.1501 1.9928 2.7457 0.0 0.0 0.0 0.019
C 0.4537 1.2242 1.8625 0.0 0.0 0.0 -0.211
F 1.0799 0.6809 0.7996 0.1 0.0 -0.1 0.058
H -2.0366 -3.9508 2.7091 0.0 0.0 0.0 0.073
H -2.4087 -3.3214 1.1024 0.0 0.0 0.0 0.079
H -3.7251 -3.6980 2.2159 0.0 0.0 0.0 0.083
H -1.6095 -1.5487 2.6686 0.0 0.0 0.0 0.097
H -4.0850 -2.2118 4.3198 0.0 0.0 0.0 0.075
H -3.0135 -0.8332 4.5916 0.0 0.0 0.0 0.074
H -2.3991 -2.4813 4.7653 0.0 0.0 0.0 0.087
H -5.3512 -1.8343 2.4407 0.0 0.0 0.0 0.115
H -6.7202 -0.4433 0.9368 0.0 0.0 0.0 0.106
H -5.6372 1.1678 -0.5802 0.0 0.0 0.0 0.115
H -3.8457 1.9525 -1.5936 0.0 0.0 0.0 0.129
H -1.8427 3.0080 0.4504 0.0 0.0 0.0 0.065
H -3.5354 3.5004 0.3384 0.0 0.0 0.0 0.085
H -2.4239 3.8243 -0.9972 0.0 0.0 0.0 0.083
H -0.9263 1.2950 -1.1254 0.0 0.0 0.0 0.059
H -1.7327 1.7906 -2.5896 0.0 0.0 0.0 0.090
H -2.0151 0.1619 -1.9725 0.0 0.0 0.0 0.077
H -2.6979 1.4622 3.1191 0.0 0.0 0.0 0.129
H -1.4627 2.8560 4.7507 0.0 0.0 0.0 0.113
H 0.9733 3.1795 4.5195 0.0 0.0 0.0 0.115
H 2.2154 2.1266 2.6247 0.0 0.0 0.0 0.133
C 7.0461 -3.7116 1.4234 0.0 0.0 0.0 -0.051
C 5.5776 -3.4553 1.6227 0.0 0.0 0.0 -0.271
C 4.7528 -4.4167 2.1915 0.0 0.0 0.0 -0.033
C 3.3911 -4.1897 2.3512 0.0 0.0 0.0 -0.044
C 2.8513 -2.9845 1.9406 0.0 0.0 0.0 -0.281
C 3.6587 -2.0078 1.3689 0.0 0.0 0.0 -0.054
C 5.0108 -2.2457 1.2157 0.0 0.0 0.0 -0.037
S 1.1140 -2.6810 2.1136 0.0 0.0 -0.1 0.577
O 0.9653 -1.3746 2.7273 0.0 0.0 0.0 -0.318
O 0.5648 -3.8246 2.7972 0.0 0.0 0.0 -0.301
N 0.5505 -2.5387 0.6346 0.0 0.0 0.0 -0.298
C 0.4618 -3.7044 -0.2365 0.0 0.0 0.0 -0.167
C -0.2308 -3.3172 -1.5524 0.1 0.0 0.0 -0.613
O -0.3620 -4.1411 -2.4253 0.0 0.0 0.0 0.069
O -0.6420 -2.0666 -1.6378 0.0 0.0 0.0 -0.144
H 7.3858 -4.5520 2.0272 0.0 0.0 0.0 0.075
H 7.6384 -2.8360 1.6907 0.0 0.0 0.0 0.079
H 7.2586 -3.9441 0.3779 0.0 0.0 0.0 0.085
H 5.1773 -5.3593 2.5158 0.0 0.0 0.0 0.113
H 2.7456 -4.9352 2.7951 0.0 0.0 0.0 0.112
H 3.2217 -1.0694 1.0509 0.0 0.0 0.0 0.105
H 5.6428 -1.4849 0.7723 0.0 0.0 0.0 0.114
H -0.1169 -4.5120 0.2193 0.0 0.0 0.0 0.122
H 1.4457 -4.1112 -0.4908 0.0 0.0 0.0 0.126
```
Positions in Å, forces in eV/Å.

Output
2S+1	5
HOMO energy (spin up / spin down)	-8.77 / -8.87	eV
Kohn-Sham gap (spin up / spin down)	9.16 / 6.11	eV
LUMO level (spin up / spin down)	0.01436 / -0.10172	Ha
expectation value of S²	6.05

***

Computed electronic energy (hartree) in order:
-2101.16999; -4927.95587; -7967.45893; -3338.16274
Computed energy above the lowest of the compared OMol25 structures with the same formula, charge and spin (kJ/mol) in order:
12.4; 0.0; 103.1; 0.0